(1)
Entry from the OMol25 dataset: 8 unconnected molecules or ions with the total composition C8H15Cl17 (the ωB97M-V functional and the def2-TZVPD basis).

Atoms and positions in Å:
Cl 3.69751 -1.12437 -0.53523
C 3.71729 -1.00381 -2.30028
Cl 4.18028 -2.52168 -3.08754
Cl 4.77792 0.41124 -2.68573
H 2.71689 -0.68076 -2.58829
Cl -1.03077 0.54883 0.91058
C 0.64007 0.62968 0.40344
Cl 0.84471 0.87917 -1.38531
H 1.13357 1.39753 0.99923
H 1.10340 -0.33983 0.58641
Cl -0.13699 -0.39697 4.17342
C -0.10508 -2.13877 3.89681
Cl 0.51708 -2.33577 2.23256
H 0.53969 -2.59446 4.64828
H -1.10569 -2.57035 3.92181
Cl -4.48612 1.30287 -0.83141
C -3.08934 1.42730 -1.85093
Cl -2.64055 3.06703 -2.15639
H -2.27645 0.82874 -1.43979
H -3.47440 1.04750 -2.79728
Cl 1.60657 2.93740 3.12468
C 2.90356 1.87216 3.73827
Cl 3.65617 1.20903 2.29568
H 3.68654 2.46961 4.20527
H 2.49900 1.05133 4.33045
Cl -2.20525 -2.12774 -1.08148
C -0.53748 -2.81327 -1.36072
Cl 0.27771 -2.13152 -2.82884
H 0.05989 -2.70042 -0.45601
H -0.68163 -3.87928 -1.53665
Cl -5.30440 0.02182 3.39502
C -3.81420 -0.31153 2.50230
Cl -3.51618 -2.04631 2.77167
H -3.93832 -0.25081 1.42110
H -3.00417 0.33876 2.83259
Cl 1.97498 1.23444 -5.03204
C 0.54571 2.26959 -4.70126
Cl -0.92700 1.24456 -4.63132
H 0.73641 2.67376 -3.70709
H 0.45897 3.10518 -5.39579

Cartesian forces (eV/Å) of the 3 atoms listed first:
Cl -0.05 -0.47 0.06
C 0.14 0.97 0.15
Cl -0.10 0.71 0.26

Values from the calculation:
frontier orbital gap: 10.96 eV
lowest unoccupied orbital energy: 0.01124 hartree
structure (SMILES): ClC(Cl)Cl.ClCCl.ClCCl.ClCCl.ClCCl.ClCCl.ClCCl.ClCCl
HOMO energy: -10.65 eV

=====

(2)
Entry from the OMol25 dataset: 4 unconnected molecules or ions with the total composition C33H47BIN6O8P (the ωB97M-V functional and the def2-TZVPD basis).

Atoms and positions in Å:
C 5.61789 1.36872 -2.32882
C 5.37168 1.27876 -3.98106
C 5.88783 -0.13659 -4.63022
N 4.82484 -1.20331 -4.77142
C 3.72771 -1.08386 -3.73490
N 2.41756 -0.48363 -4.15526
C 1.40220 -0.45178 -3.04665
C -0.10271 0.15282 -3.44546
C -0.33235 0.63006 -5.03241
O -0.30494 2.10134 -5.00753
C 0.44510 2.66810 -6.13870
C 1.18086 4.05496 -5.56288
C 0.49522 4.60345 -4.16457
C -1.31642 0.24378 -2.29804
C -2.76248 0.85036 -2.76482
C -3.60609 -0.36966 -3.46083
C -4.50619 -1.27559 -2.43511
C -6.01176 -0.60299 -2.15637
O -5.94731 0.77316 -1.64175
C -6.73698 1.71450 -2.45010
O -6.38108 2.00058 -3.70942
C -1.00537 -0.29989 -0.78398
P -2.27380 -0.33300 0.63220
O -3.68478 0.29033 0.32858
O -1.70704 0.44855 2.12373
O -2.57526 -2.03243 1.05405
C 0.51902 -0.88108 -0.41156
C 0.87235 -1.39785 1.13967
B 1.66590 -0.20567 1.99771
O 2.20396 1.02586 1.31898
O 1.85438 -0.24989 3.47360
C 1.74581 -0.97669 -1.54451
N 3.04180 -1.56858 -1.05958
C 3.99028 -1.61503 -2.22224
I 5.98756 -2.51646 -1.82531
H 4.62564 1.09304 -1.72495
H 6.45173 0.54674 -2.10136
H 6.07241 2.39927 -1.99731
H 6.08390 2.12586 -4.42850
H 4.28066 1.59474 -4.29118
H 6.24561 0.11979 -5.73929
H 6.85509 -0.57760 -4.09742
H 5.22268 -2.16575 -4.83743
H 0.42295 0.13073 -5.77350
H -1.41490 0.30603 -5.38341
H -0.31623 3.03564 -6.95919
H 1.30582 1.99092 -6.55150
H 1.10951 4.95041 -6.34643
H 2.33050 3.77950 -5.39999
H -0.68006 4.57886 -4.24763
H 0.77103 3.96068 -3.21462
H 0.83444 5.70493 -3.93344
H -3.34043 1.46670 -1.95796
H -2.52865 1.62588 -3.64317
H -4.29952 0.09241 -4.28798
H -2.88825 -1.13208 -4.03373
H -4.74548 -2.29190 -3.01433
H -3.96157 -1.59894 -1.44768
H -6.52038 -0.56216 -3.23209
H -6.68459 -1.33280 -1.51872
H -7.67702 2.28508 -1.98932
H -1.25874 1.29566 1.82783
H -1.85468 -2.61432 0.67012
H -0.05518 -1.83872 1.69888
H 1.66052 -2.29184 1.06827
H 1.61890 1.81385 1.59972
H 2.64760 0.34330 3.66243
C 6.13940 0.99775 1.30884
C 7.48749 1.37123 1.52424
C 7.48180 2.64287 2.05230
N 6.17780 3.05151 2.15859
C 5.35189 2.05270 1.71272
H 5.78154 0.05999 0.90404
H 8.36766 0.77634 1.31712
H 8.29193 3.29070 2.35947
H 5.87279 3.94925 2.51168
H 4.27748 2.17841 1.71949
C -1.11886 -3.01410 6.09398
C -2.30141 -2.57067 6.73288
C -2.87268 -1.61562 5.92204
N -2.07378 -1.46388 4.81867
C -1.00480 -2.31657 4.91218
H -0.42591 -3.76240 6.45617
H -2.69434 -2.91181 7.68194
H -3.77618 -1.03163 6.03610
H -2.24661 -0.82356 4.05463
H -0.25566 -2.35277 4.13264
C -7.08353 -4.00587 8.81461
C -6.81603 -2.69338 8.35741
C -5.54670 -2.36335 8.77671
N -5.04085 -3.42887 9.47491
C -5.96888 -4.43720 9.49851
H -7.99079 -4.57549 8.66054
H -7.47781 -2.05766 7.78348
H -4.96220 -1.46340 8.63950
H -4.12561 -3.46558 9.90460
H -5.75783 -5.37221 9.99993

Cartesian forces (eV/Å) of the 3 atoms listed first:
C 0.18 -1.03 -0.42
C 1.15 1.00 0.44
C 1.08 0.90 -1.26

Values from the calculation:
frontier orbital gap: 6.01 eV
lowest unoccupied orbital energy: -0.06899 hartree
structure (SMILES): CCCNc1nc2c(COCCC)c(CCCCOC=O)c(P(=O)(O)O)c(CB(O)O)c2nc1I.c1cc[nH]c1.c1cc[nH]c1.c1cc[nH]c1
HOMO energy: -7.89 eV

=====

Question: Number 1 is which compound?
Answer: C8H15Cl17

=====

Question: Among the records above, which one has the highest frontier orbital gap?
Answer: C8H15Cl17

=====

Question: The lowest frontier orbital gap belongs to which entry?
Answer: C33H47BIN6O8P

=====

Please write out number 1 again, unchanged.
Entry from the OMol25 dataset: 8 unconnected molecules or ions with the total composition C8H15Cl17 (the ωB97M-V functional and the def2-TZVPD basis).

Atoms and positions in Å:
Cl 3.69751 -1.12437 -0.53523
C 3.71729 -1.00381 -2.30028
Cl 4.18028 -2.52168 -3.08754
Cl 4.77792 0.41124 -2.68573
H 2.71689 -0.68076 -2.58829
Cl -1.03077 0.54883 0.91058
C 0.64007 0.62968 0.40344
Cl 0.84471 0.87917 -1.38531
H 1.13357 1.39753 0.99923
H 1.10340 -0.33983 0.58641
Cl -0.13699 -0.39697 4.17342
C -0.10508 -2.13877 3.89681
Cl 0.51708 -2.33577 2.23256
H 0.53969 -2.59446 4.64828
H -1.10569 -2.57035 3.92181
Cl -4.48612 1.30287 -0.83141
C -3.08934 1.42730 -1.85093
Cl -2.64055 3.06703 -2.15639
H -2.27645 0.82874 -1.43979
H -3.47440 1.04750 -2.79728
Cl 1.60657 2.93740 3.12468
C 2.90356 1.87216 3.73827
Cl 3.65617 1.20903 2.29568
H 3.68654 2.46961 4.20527
H 2.49900 1.05133 4.33045
Cl -2.20525 -2.12774 -1.08148
C -0.53748 -2.81327 -1.36072
Cl 0.27771 -2.13152 -2.82884
H 0.05989 -2.70042 -0.45601
H -0.68163 -3.87928 -1.53665
Cl -5.30440 0.02182 3.39502
C -3.81420 -0.31153 2.50230
Cl -3.51618 -2.04631 2.77167
H -3.93832 -0.25081 1.42110
H -3.00417 0.33876 2.83259
Cl 1.97498 1.23444 -5.03204
C 0.54571 2.26959 -4.70126
Cl -0.92700 1.24456 -4.63132
H 0.73641 2.67376 -3.70709
H 0.45897 3.10518 -5.39579

Cartesian forces (eV/Å) of the 3 atoms listed first:
Cl -0.05 -0.47 0.06
C 0.14 0.97 0.15
Cl -0.10 0.71 0.26

Values from the calculation:
frontier orbital gap: 10.96 eV
lowest unoccupied orbital energy: 0.01124 hartree
structure (SMILES): ClC(Cl)Cl.ClCCl.ClCCl.ClCCl.ClCCl.ClCCl.ClCCl.ClCCl
HOMO energy: -10.65 eV